(1)
Density functional theory data (ωB97M-V/def2-TZVPD) for a molecular structure, C37H49AlN4OS.

```
93
Properties=species:S:1:pos:R:3:lowdin_charge:R:1
Al -0.26 -0.51 0.22 -0.026
C 5.05 -0.29 -2.35 -0.075
C 4.74 0.03 -0.90 -0.245
N 3.83 1.17 -0.72 -0.112
C 4.44 2.50 -0.62 -0.196
C 4.40 3.30 -1.92 -0.074
C 2.49 1.03 -0.70 -0.611
S 1.84 -0.55 -0.98 0.915
N 1.82 2.19 -0.54 0.129
C 0.53 2.26 -0.30 -0.360
O -0.28 1.30 -0.09 -0.024
C -0.06 3.63 -0.23 -0.116
C -1.41 3.78 0.10 -0.011
C -1.97 5.04 0.17 -0.067
C -1.19 6.17 -0.08 -0.084
C 0.15 6.02 -0.40 -0.079
C 0.72 4.76 -0.48 -0.021
H 5.70 -1.16 -2.40 0.077
H 5.55 0.54 -2.85 0.063
H 4.13 -0.52 -2.89 0.061
H 5.65 0.28 -0.36 0.113
H 4.29 -0.84 -0.41 0.079
H 5.47 2.34 -0.31 0.112
H 3.94 3.06 0.17 0.110
H 4.94 2.78 -2.72 0.062
H 4.85 4.28 -1.78 0.077
H 3.37 3.44 -2.24 0.063
H -2.00 2.90 0.31 0.103
H -3.02 5.15 0.43 0.104
H -1.63 7.16 -0.02 0.101
H 0.76 6.90 -0.60 0.101
H 1.76 4.63 -0.72 0.098
C -1.77 0.64 -2.92 -0.019
C -2.82 1.08 -1.93 -0.200
C -3.66 2.14 -2.23 -0.048
C -4.65 2.55 -1.35 -0.087
C -4.82 1.87 -0.16 -0.054
C -4.00 0.79 0.18 -0.217
C -4.29 0.02 1.44 -0.036
C -2.99 0.41 -0.70 -0.200
N -2.10 -0.67 -0.40 0.081
C -2.55 -1.94 -0.45 -0.243
C -3.96 -2.31 -0.80 -0.008
C -1.57 -2.94 -0.26 -0.267
C -1.94 -4.40 -0.32 -0.004
N -0.33 -2.51 -0.06 0.040
C 0.75 -3.42 -0.27 -0.248
C 1.12 -3.74 -1.58 -0.233
C 0.33 -3.22 -2.76 -0.033
C 2.22 -4.56 -1.79 -0.049
C 2.94 -5.08 -0.71 -0.082
C 2.53 -4.79 0.58 -0.050
C 1.43 -3.97 0.82 -0.202
C 0.98 -3.73 2.24 -0.040
H -1.68 1.36 -3.72 0.082
H -2.04 -0.33 -3.36 0.088
H -0.79 0.51 -2.46 0.049
H -3.53 2.66 -3.17 0.111
H -5.29 3.38 -1.60 0.102
H -5.60 2.17 0.53 0.112
H -4.55 0.70 2.26 0.083
H -3.44 -0.59 1.76 0.068
H -5.14 -0.65 1.30 0.084
H -4.58 -1.43 -0.96 0.079
H -4.42 -2.92 -0.01 0.090
H -3.97 -2.91 -1.71 0.091
H -2.74 -4.62 0.39 0.088
H -1.09 -5.03 -0.09 0.086
H -2.30 -4.68 -1.32 0.086
H 0.03 -2.18 -2.63 0.050
H -0.59 -3.80 -2.91 0.082
H 0.92 -3.30 -3.68 0.081
H 2.52 -4.80 -2.80 0.108
H 3.80 -5.71 -0.89 0.099
H 3.07 -5.21 1.42 0.112
H 0.75 -4.68 2.73 0.087
H 0.09 -3.10 2.28 0.054
H 1.76 -3.24 2.83 0.082
C -1.05 1.30 3.25 -0.049
C -0.04 0.15 3.42 -0.669
C -0.64 -0.92 4.34 -0.064
C 1.23 0.71 4.08 -0.069
C 0.33 -0.47 2.09 -0.004
H -1.08 1.92 4.15 0.084
H -2.06 0.91 3.09 0.065
H -0.79 1.93 2.40 0.068
H -0.98 -0.47 5.28 0.083
H 0.10 -1.70 4.58 0.077
H -1.50 -1.41 3.86 0.077
H 1.00 1.10 5.08 0.080
H 1.65 1.52 3.48 0.083
H 1.99 -0.07 4.18 0.077
H 1.24 -1.08 2.20 0.040
```

LUMO level (alpha / beta)   0.20 / 0.01 eV

***

(2)
Density functional theory data (ωB97M-V/def2-TZVPD) for a molecular structure, C37H49BClIrN8S4.

```
101
Properties=species:S:1:pos:R:3:lowdin_charge:R:1
Ir -0.85 -0.22 -0.13 0.935
C -2.49 2.88 3.82 -0.078
C -1.13 2.79 4.51 -0.528
C -1.05 1.54 5.38 -0.011
C -1.01 4.04 5.40 -0.035
N 0.04 2.79 3.57 0.012
C 1.30 3.05 4.08 -0.039
C 2.18 2.95 3.07 -0.037
N 1.48 2.62 1.93 0.044
B 2.30 2.72 0.61 -0.633
N 3.28 1.52 0.47 0.042
C 4.63 1.68 0.26 -0.028
C 5.16 0.46 0.08 -0.023
N 4.13 -0.46 0.15 0.016
C 2.97 0.21 0.38 -0.617
S 1.44 -0.49 0.77 0.698
C 4.34 -1.95 0.13 -0.536
C 3.45 -2.59 -0.92 -0.064
C 5.80 -2.25 -0.22 -0.048
C 4.05 -2.50 1.53 -0.033
N 1.45 2.75 -0.62 0.147
C 0.78 2.76 -1.56 0.019
C -0.93 3.07 -3.88 -0.296
N -0.71 0.36 -4.46 -0.125
C 1.04 0.78 -3.87 -0.813
S 1.99 0.00 -2.87 0.783
C -0.58 0.56 -5.98 -0.637
C 0.04 -0.77 -6.40 -0.040
C 0.24 1.71 -6.55 -0.058
C -2.02 0.64 -6.47 -0.048
C 0.18 2.47 2.24 -0.579
S -1.11 1.96 1.20 0.671
H -3.23 3.05 4.60 0.091
H -2.75 1.97 3.29 0.027
H -2.53 3.71 3.11 0.087
H -1.87 1.53 6.09 0.100
H -0.11 1.51 5.93 0.091
H -1.10 0.64 4.76 0.054
H -1.91 4.13 6.00 0.092
H -0.92 4.94 4.79 0.102
H -0.17 4.00 6.09 0.075
H 1.46 3.32 5.11 0.120
H 3.24 3.12 3.06 0.129
H 2.96 3.72 0.64 0.122
H 5.09 2.65 0.26 0.127
H 6.18 0.18 -0.10 0.116
H 3.56 -2.09 -1.89 0.055
H 2.41 -2.56 -0.61 0.019
H 3.75 -3.64 -1.05 0.099
H 6.07 -1.88 -1.21 0.097
H 5.93 -3.33 -0.21 0.095
H 6.50 -1.84 0.52 0.087
H 3.02 -2.30 1.82 0.037
H 4.72 -2.06 2.26 0.095
H 4.21 -3.58 1.52 0.095
H -0.71 3.95 -3.31 0.029
H -1.61 2.88 -4.69 0.020
H 0.97 -0.96 -5.86 0.075
H 0.27 -0.74 -7.47 0.096
H -0.64 -1.60 -6.21 0.087
H 1.31 1.54 -6.43 0.084
H 0.01 2.68 -6.13 0.058
H 0.03 1.74 -7.62 0.095
H -2.62 -0.16 -6.04 0.084
H -2.05 0.55 -7.56 0.092
H -2.48 1.60 -6.21 0.074
S -2.28 -3.57 -2.72 1.050
C -0.57 -3.63 -2.76 -0.389
C 0.02 -2.68 -1.98 -0.209
C -0.92 -1.85 -1.30 -0.384
C -2.21 -2.24 -1.62 -0.540
C -3.31 -1.47 -1.11 -0.266
C -4.65 -1.64 -1.41 0.001
C -5.58 -0.76 -0.89 -0.035
C -5.16 0.26 -0.05 -0.038
C -3.82 0.37 0.23 -0.115
N -2.90 -0.47 -0.28 -0.067
H -0.08 -4.38 -3.37 0.073
H 1.09 -2.57 -1.90 0.040
H -4.95 -2.45 -2.07 0.114
H -6.63 -0.87 -1.14 0.119
H -5.85 0.97 0.38 0.113
H -3.44 1.14 0.89 0.052
C -1.86 -4.10 4.95 -0.030
C -1.59 -3.19 3.79 -0.244
C -1.02 -3.65 2.61 0.007
C -0.77 -2.78 1.57 -0.116
N -1.05 -1.47 1.63 -0.137
C -1.60 -1.02 2.77 -0.132
C -1.88 -1.83 3.85 -0.007
H -2.01 -5.13 4.62 0.085
H -2.75 -3.78 5.50 0.086
H -1.02 -4.09 5.64 0.096
H -0.76 -4.70 2.49 0.124
H -0.31 -3.13 0.65 0.102
H -1.81 0.04 2.78 0.043
H -2.33 -1.40 4.73 0.118
Cl -0.39 1.64 -3.40 0.938
C -1.28 0.79 -1.82 -0.362
H -1.87 0.17 -2.50 0.023
H -1.82 1.73 -1.66 0.018
```

Total charge   +1
LUMO level (alpha / beta)   -2.26 / -3.51 eV
Expectation value of S²   0.759
Spin multiplicity   2
Energy above the lowest of the compared OMol25 structures with the same formula, charge and spin   357.6 kcal/mol

***

(3)
Density functional theory data (ωB97M-V/def2-TZVPD) for a molecular structure, C37H49BClIrN8S4.

```
101
Properties=species:S:1:pos:R:3:lowdin_charge:R:1
Ir -0.51 1.42 -0.79 0.868
C -2.46 -2.15 -2.02 -0.070
C -1.26 -3.06 -2.16 -0.520
C -1.61 -4.46 -1.65 -0.016
C -0.86 -3.10 -3.64 -0.014
N -0.06 -2.60 -1.37 0.027
C 1.15 -3.26 -1.51 -0.032
C 1.99 -2.78 -0.57 -0.031
N 1.30 -1.83 0.17 0.050
B 1.84 -1.47 1.60 -0.541
N 1.97 0.01 2.05 0.037
C 2.27 0.24 3.37 -0.054
C 2.71 1.50 3.49 -0.017
N 2.69 2.07 2.23 0.024
C 2.22 1.13 1.35 -0.611
S 1.98 1.32 -0.35 0.714
C 3.26 3.42 1.92 -0.532
C 2.19 4.33 1.33 -0.033
C 3.77 4.06 3.21 -0.050
C 4.45 3.25 0.97 -0.035
N 0.97 -2.25 2.63 0.039
C 1.30 -3.52 3.02 -0.030
C 0.31 -4.00 3.81 -0.021
N -0.65 -3.02 3.89 0.015
C -0.24 -1.94 3.17 -0.631
S -1.04 -0.45 2.98 0.765
C -1.94 -3.15 4.65 -0.544
C -1.97 -4.51 5.34 -0.051
C -2.02 -2.06 5.72 -0.037
C -3.11 -3.07 3.66 -0.033
C 0.07 -1.73 -0.34 -0.548
S -1.11 -0.57 0.22 0.723
H -3.22 -2.50 -2.73 0.103
H -2.23 -1.11 -2.27 0.053
H -2.90 -2.18 -1.03 0.063
H -2.48 -4.83 -2.19 0.098
H -1.85 -4.42 -0.59 0.093
H -0.79 -5.16 -1.80 0.086
H -1.71 -3.48 -4.21 0.100
H -0.02 -3.76 -3.84 0.082
H -0.63 -2.11 -4.00 0.067
H 1.32 -4.00 -2.26 0.126
H 3.01 -3.04 -0.35 0.129
H 2.93 -1.96 1.64 0.127
H 2.14 -0.51 4.13 0.131
H 3.02 2.04 4.36 0.118
H 1.38 4.48 2.05 0.095
H 1.77 3.90 0.42 0.020
H 2.63 5.30 1.10 0.099
H 2.97 4.20 3.94 0.092
H 4.16 5.04 2.96 0.096
H 4.57 3.48 3.67 0.092
H 4.14 2.84 0.01 0.040
H 5.19 2.59 1.41 0.096
H 4.91 4.22 0.80 0.093
H 2.23 -3.98 2.72 0.127
H 0.23 -4.94 4.31 0.117
H -1.16 -4.63 6.05 0.092
H -1.94 -5.33 4.62 0.090
H -2.91 -4.59 5.88 0.097
H -1.16 -2.13 6.39 0.096
H -2.92 -2.21 6.31 0.095
H -2.06 -1.07 5.29 0.039
H -3.03 -3.87 2.92 0.091
H -3.14 -2.11 3.15 0.046
H -4.04 -3.20 4.21 0.095
S -4.36 3.25 -2.16 1.045
C -4.76 1.73 -1.50 -0.396
C -3.68 1.03 -1.06 -0.232
C -2.45 1.73 -1.25 -0.434
C -2.69 2.95 -1.84 -0.560
C -1.58 3.82 -2.13 -0.267
C -1.64 5.06 -2.76 -0.004
C -0.48 5.75 -3.02 -0.043
C 0.74 5.19 -2.66 -0.045
C 0.74 3.96 -2.03 -0.133
N -0.38 3.29 -1.75 -0.048
H -5.80 1.42 -1.47 0.071
H -3.76 0.07 -0.58 0.075
H -2.61 5.46 -3.03 0.111
H -0.52 6.72 -3.50 0.116
H 1.68 5.69 -2.86 0.110
H 1.66 3.48 -1.73 0.055
C 1.08 -0.39 -6.86 -0.029
C 0.68 -0.08 -5.45 -0.262
C 1.48 -0.42 -4.37 -0.013
C 1.08 -0.10 -3.09 -0.162
N -0.06 0.56 -2.82 -0.059
C -0.84 0.87 -3.86 -0.104
C -0.52 0.57 -5.17 -0.003
H 1.91 -1.09 -6.90 0.082
H 1.39 0.52 -7.38 0.095
H 0.25 -0.82 -7.42 0.089
H 2.42 -0.94 -4.51 0.123
H 1.70 -0.34 -2.23 0.042
H -1.76 1.39 -3.62 0.107
H -1.20 0.85 -5.96 0.125
Cl -2.40 2.46 1.75 0.492
C -0.75 2.37 1.01 -0.768
H -0.17 1.88 1.79 -0.058
H -0.42 3.41 0.95 -0.012
```

Total charge   +1
LUMO level (alpha / beta)   -1.83 / -3.78 eV
Expectation value of S²   0.756
Spin multiplicity   2
Energy above the lowest of the compared OMol25 structures with the same formula, charge and spin   17.6 kcal/mol

***

(4)
Density functional theory data (ωB97M-V/def2-TZVPD) for a molecular structure, C37H49BrMnN2P2S.

```
93
Properties=species:S:1:pos:R:3:lowdin_charge:R:1
C -0.59 6.17 -4.90 0.017
C -0.91 4.84 -5.37 -0.215
C -1.07 4.74 -6.77 -0.044
C -0.85 5.84 -7.62 -0.113
N -0.45 7.02 -7.15 0.069
C -0.35 7.21 -5.84 -0.113
C -1.09 3.57 -4.71 -0.041
C -1.54 2.70 -3.88 -0.092
C -1.65 1.78 -2.78 -0.253
C -0.53 0.88 -2.62 -0.058
C -0.47 0.03 -1.51 -0.203
C -1.63 -0.22 -0.74 -0.736
C -2.76 0.60 -0.97 -0.138
C -2.73 1.67 -1.87 -0.012
Mn -1.15 1.58 -5.50 0.880
P 2.67 -0.92 -1.33 0.955
H -1.39 3.79 -7.23 0.095
H -0.51 6.45 -3.85 0.109
H -1.01 5.75 -8.70 0.121
H -0.08 8.24 -5.54 0.124
H -3.54 2.44 -1.88 0.140
H 0.36 0.99 -3.27 0.108
H -3.66 0.36 -0.39 0.109
H 0.49 -0.46 -1.20 -0.020
C 2.54 -2.43 -0.26 -0.396
C 3.31 -3.65 -0.76 -0.144
H 1.45 -2.65 -0.20 0.046
H 2.86 -2.16 0.77 0.067
H 3.23 -4.46 -0.03 0.082
H 2.90 -4.02 -1.72 0.057
H 4.38 -3.43 -0.90 0.065
C 3.30 -1.43 -2.97 -0.421
C 3.45 -0.27 -3.95 -0.145
H 2.60 -2.17 -3.38 0.058
H 4.27 -1.94 -2.84 0.072
H 3.82 -0.64 -4.92 0.084
H 2.47 0.21 -4.13 0.040
H 4.15 0.50 -3.59 0.070
C 4.10 0.00 -0.61 -0.421
C 5.46 -0.72 -0.70 -0.141
H 3.86 0.23 0.44 0.048
H 4.13 0.95 -1.17 0.068
H 6.23 -0.06 -0.28 0.079
H 5.47 -1.66 -0.13 0.068
H 5.75 -0.93 -1.74 0.069
Br -1.66 -1.66 0.37 0.929
P -1.99 -2.34 -4.22 1.019
C -0.36 -2.56 -3.37 -0.436
C 0.07 -4.04 -3.35 -0.137
H -0.52 -2.21 -2.33 0.017
H 0.37 -1.91 -3.88 0.063
H 1.15 -4.11 -3.15 0.050
H -0.46 -4.59 -2.54 0.082
H -0.16 -4.52 -4.31 0.071
C -3.06 -2.43 -2.72 -0.437
C -4.30 -3.27 -2.90 -0.147
H -3.29 -1.40 -2.43 0.050
H -2.46 -2.85 -1.90 0.021
H -4.80 -3.41 -1.94 0.076
H -4.99 -2.77 -3.57 0.069
H -4.03 -4.25 -3.29 0.073
C -2.32 -0.74 -5.00 -0.463
C -2.99 -1.10 -6.33 -0.172
H -1.33 -0.17 -5.09 0.019
H -3.00 -0.19 -4.32 0.080
H -3.37 -0.21 -6.84 0.065
H -2.28 -1.59 -7.00 0.080
H -3.84 -1.79 -6.20 0.082
N 0.40 2.24 0.34 -0.105
S 0.36 2.56 1.86 1.163
C 1.74 1.81 2.71 -0.410
C 2.49 2.64 3.57 -0.059
C 3.50 2.08 4.35 -0.033
C 3.79 0.71 4.23 -0.029
C 3.10 -0.08 3.32 -0.047
C 2.06 0.46 2.55 -0.098
C -1.00 1.62 2.53 -0.363
C -0.87 0.76 3.62 -0.061
C -1.93 -0.08 3.99 -0.043
C -3.13 0.00 3.29 -0.058
C -3.32 0.96 2.29 -0.078
C -2.25 1.79 1.93 -0.100
H 1.38 2.30 0.04 0.062
H 2.25 3.71 3.62 0.119
H 4.05 2.71 5.05 0.126
H 4.56 0.27 4.87 0.127
H 3.36 -1.14 3.22 0.120
H 1.48 -0.15 1.86 0.113
H 0.07 0.73 4.16 0.114
H -1.79 -0.79 4.80 0.128
H -3.95 -0.69 3.53 0.127
H -4.29 1.06 1.78 0.124
H -2.37 2.53 1.14 0.114
```

Total charge   +2
LUMO level (alpha / beta)   -5.92 / -7.96 eV
Expectation value of S²   8.881
Spin multiplicity   6
Energy above the lowest of the compared OMol25 structures with the same formula, charge and spin   108.3 kcal/mol

***

(5)
Density functional theory data (ωB97M-V/def2-TZVPD) for a molecular structure, C37H49GeN5P2Si2Tl.

```
97
Properties=species:S:1:pos:R:3:lowdin_charge:R:1
Tl 0.06 1.53 -0.74 0.835
C -0.04 2.68 3.84 -0.172
Si 0.99 1.14 3.47 0.312
C 0.85 0.07 5.04 -0.186
C 2.81 1.66 3.33 -0.187
N 0.58 0.44 1.97 -0.274
P -0.53 -0.57 1.45 0.612
C -0.82 -0.47 -0.27 -0.485
P 0.24 -1.28 -1.42 0.645
N 1.02 -0.15 -2.26 -0.319
Si 2.09 -0.43 -3.59 0.349
C 3.85 -0.85 -3.03 -0.173
C 1.54 -1.86 -4.71 -0.169
C 2.15 1.16 -4.60 -0.177
C -1.01 -2.17 -2.42 -0.289
C -1.61 -3.35 -2.01 -0.102
C -2.73 -3.84 -2.67 -0.092
C -3.28 -3.13 -3.73 -0.100
C -2.70 -1.93 -4.13 -0.078
C -1.57 -1.45 -3.48 -0.091
C 1.51 -2.50 -0.92 -0.274
C 1.56 -3.83 -1.32 -0.077
C 2.67 -4.60 -1.02 -0.083
C 3.75 -4.04 -0.35 -0.093
C 3.71 -2.71 0.03 -0.091
C 2.60 -1.94 -0.25 -0.119
C -2.16 -0.27 2.24 -0.282
C -3.23 0.23 1.51 -0.095
C -4.43 0.52 2.14 -0.085
C -4.57 0.31 3.51 -0.100
C -3.50 -0.20 4.24 -0.089
C -2.30 -0.48 3.61 -0.091
C -0.27 -2.29 1.98 -0.289
C 0.88 -2.67 2.66 -0.097
C 1.08 -4.00 3.01 -0.081
C 0.12 -4.95 2.69 -0.097
C -1.04 -4.57 2.03 -0.088
C -1.24 -3.25 1.68 -0.089
H 0.29 3.18 4.75 0.028
H -1.10 2.41 3.96 0.021
H 0.02 3.40 3.02 -0.009
H 1.68 0.28 5.72 0.021
H 0.86 -1.00 4.83 0.000
H -0.08 0.29 5.58 0.015
H 3.11 2.25 4.20 0.020
H 2.98 2.26 2.44 0.012
H 3.46 0.78 3.27 0.018
H 3.89 -1.80 -2.50 0.006
H 4.24 -0.08 -2.36 0.031
H 4.52 -0.91 -3.89 0.025
H 1.18 -2.70 -4.12 0.011
H 2.37 -2.21 -5.33 0.025
H 0.73 -1.56 -5.38 0.024
H 2.48 2.00 -3.98 0.029
H 1.16 1.41 -4.99 0.015
H 2.84 1.07 -5.44 0.027
H -1.22 -3.89 -1.16 0.086
H -3.19 -4.76 -2.35 0.097
H -4.16 -3.50 -4.24 0.094
H -3.13 -1.36 -4.94 0.102
H -1.11 -0.51 -3.76 0.094
H 0.75 -4.26 -1.90 0.089
H 2.71 -5.64 -1.31 0.099
H 4.62 -4.65 -0.12 0.098
H 4.56 -2.26 0.54 0.107
H 2.55 -0.89 0.02 0.107
H -3.11 0.37 0.44 0.086
H -5.26 0.92 1.57 0.101
H -5.50 0.54 4.00 0.095
H -3.61 -0.37 5.30 0.098
H -1.46 -0.88 4.17 0.087
H 1.62 -1.91 2.89 0.091
H 1.98 -4.29 3.53 0.101
H 0.28 -5.99 2.95 0.096
H -1.80 -5.31 1.80 0.099
H -2.14 -2.93 1.18 0.112
C -2.26 3.52 0.81 -0.224
Ge -0.79 4.69 0.20 0.740
C -0.40 6.09 1.55 -0.222
C -1.45 5.62 -1.41 -0.215
C 0.80 3.58 -0.14 -0.362
H -3.19 4.05 0.98 0.025
H -2.00 2.98 1.73 0.000
H -2.43 2.79 0.02 -0.008
H -1.30 6.69 1.73 0.011
H 0.38 6.76 1.18 0.013
H -0.07 5.67 2.50 -0.003
H -2.07 6.47 -1.12 0.013
H -2.05 4.94 -2.01 0.007
H -0.63 5.99 -2.03 0.011
H 1.42 3.48 0.75 -0.040
H 1.39 3.97 -0.97 -0.023
N 1.16 5.62 -4.72 0.070
C 0.48 4.70 -4.52 -0.427
N -0.32 3.68 -4.39 0.079
C -0.66 2.97 -3.41 -0.392
N -1.08 2.28 -2.55 0.052
```

Total charge   -1
LUMO level   2.38 eV
Energy above the lowest of the compared OMol25 structures with the same formula, charge and spin   12.3 kcal/mol